Record 1
The following is a DFT calculation (ωB97M-V with the def2-TZVPD basis set) of a cluster of 3 separate species, C28H44BNO4 in total in a non-equilibrium geometry.

Last column: Löwdin charge in e.
CARTESIAN COORDINATES (ANGSTROEM)
C  2.37  -4.14  2.67  -0.136
C  3.67  -4.58  1.84  -0.256
C  4.31  -3.37  0.99  -0.223
C  5.14  -2.34  1.89  -0.196
C  4.51  -0.87  1.70  -0.214
C  4.41  -0.03  3.09  -0.197
C  4.83  1.50  2.81  -0.216
C  3.64  2.48  2.39  -0.205
C  2.99  2.20  0.95  -0.203
C  1.38  2.05  0.97  -0.192
C  0.81  0.97  2.01  -0.189
C  0.23  -0.37  1.35  -0.091
C  -1.23  -0.73  1.94  -0.205
O  -2.10  -1.55  1.12  -0.007
C  -3.11  -2.07  2.02  -0.383
O  -4.10  -2.75  1.76  0.126
O  -2.79  -1.67  3.38  0.013
C  -1.32  -1.57  3.29  -0.285
C  -0.89  -3.13  3.30  0.009
B  -0.63  -0.98  4.64  -0.453
N  0.87  -0.91  4.73  0.133
O  -1.49  -0.49  5.68  0.112
H  1.48  -4.81  2.38  0.070
H  2.57  -4.21  3.80  0.078
H  2.07  -3.06  2.40  0.054
H  3.34  -5.37  1.06  0.102
H  4.42  -5.06  2.55  0.103
H  3.49  -2.89  0.35  0.106
H  5.07  -3.84  0.25  0.106
H  6.21  -2.28  1.48  0.110
H  5.20  -2.63  3.00  0.108
H  3.50  -0.87  1.14  0.089
H  5.23  -0.28  1.01  0.106
H  5.21  -0.49  3.78  0.107
H  3.42  -0.16  3.63  0.085
H  5.72  1.51  2.09  0.112
H  5.26  1.90  3.81  0.108
H  4.10  3.55  2.35  0.110
H  2.79  2.55  3.15  0.109
H  3.42  1.30  0.40  0.095
H  3.21  3.12  0.29  0.110
H  0.98  1.77  -0.08  0.103
H  0.98  3.08  1.28  0.115
H  -0.06  1.46  2.59  0.121
H  1.60  0.70  2.79  0.069
H  0.07  -0.27  0.21  0.120
H  0.94  -1.27  1.51  0.106
H  -1.77  0.26  2.13  0.169
H  -0.66  -3.44  2.22  0.110
H  -1.73  -3.77  3.76  0.125
H  0.01  -3.27  4.00  0.072
H  1.17  -0.04  5.19  0.079
H  1.15  -1.72  5.32  0.090
H  -0.97  -0.24  6.48  0.106
C  -2.97  0.17  -1.56  -0.082
C  -2.27  1.24  -2.11  -0.094
C  -2.81  1.96  -3.17  -0.100
C  -4.05  1.61  -3.69  -0.100
C  -4.76  0.54  -3.14  -0.092
C  -4.22  -0.18  -2.09  -0.083
H  -2.56  -0.39  -0.74  0.077
H  -1.30  1.52  -1.70  0.086
H  -2.26  2.79  -3.60  0.097
H  -4.47  2.18  -4.51  0.089
H  -5.73  0.27  -3.55  0.101
H  -4.76  -1.02  -1.67  0.105
C  -3.76  2.94  -7.38  -0.107
C  -4.50  2.01  -8.10  -0.095
C  -5.47  2.44  -9.00  -0.097
C  -5.70  3.80  -9.18  -0.098
C  -4.95  4.73  -8.46  -0.099
C  -3.99  4.30  -7.55  -0.097
H  -3.01  2.60  -6.67  0.094
H  -4.32  0.95  -7.97  0.102
H  -6.05  1.72  -9.56  0.100
H  -6.45  4.14  -9.89  0.099
H  -5.13  5.79  -8.60  0.100
H  -3.42  5.03  -6.99  0.100

Output
* E_tot: -40104.679 eV
* SMILES string: CCCCCCCCCCCC[C@H]1OC(=O)O[C@]1(C)B(N)O.c1ccccc1.c1ccccc1
* lowest unoccupied orbital energy: 0.03 eV

Record 2
The following is a DFT calculation (ωB97M-V with the def2-TZVPD basis set) of an isolated molecule of C3H6N2O2.

Last column: Löwdin charge in e.
CARTESIAN COORDINATES (ANGSTROEM)
N  -0.71  -1.66  -0.18  0.123
C  0.45  -0.90  -0.29  -0.477
O  0.82  -0.29  0.91  0.018
C  1.14  -0.64  -1.40  0.059
O  -0.16  1.61  -0.13  0.007
C  0.24  0.96  1.00  -0.443
N  -1.17  1.08  0.84  0.125
H  -1.20  -1.44  0.68  0.084
H  -1.32  -1.52  -0.97  0.100
H  0.74  -0.94  -2.36  0.063
H  2.07  -0.09  -1.37  0.068
H  0.76  1.55  1.75  0.164
H  -1.52  1.88  1.37  0.108

Output
* E_tot: -10280.032 eV
* relative energy (zero: lowest compared OMol25 entry of this formula, charge and spin): 109.9 kcal per mole
* SMILES string: C=C(N)O[C@@H]1NO1
* lowest unoccupied orbital energy: 0.84 eV

Record 3
The following is a DFT calculation (ωB97M-V with the def2-TZVPD basis set) of a cluster of 9 separate species, C34H35N9O8 in total in a non-equilibrium geometry.

Last column: Löwdin charge in e.
CARTESIAN COORDINATES (ANGSTROEM)
C  0.30  -1.89  -4.78  -0.092
C  -0.81  -1.66  -5.68  -0.295
N  -1.66  -1.44  -6.37  0.148
H  0.40  -2.97  -4.66  0.062
H  0.24  -1.45  -3.80  0.052
H  1.27  -1.61  -5.20  0.082
C  2.42  1.38  2.66  -0.082
C  1.77  2.04  3.79  -0.300
N  1.28  2.52  4.69  0.140
H  3.42  1.07  2.95  0.073
H  2.47  2.08  1.83  0.076
H  1.83  0.50  2.41  0.024
C  0.07  -0.96  -0.50  -0.054
C  0.63  -1.53  0.73  -0.303
N  1.03  -1.90  1.69  0.187
H  0.22  0.12  -0.52  0.075
H  -0.97  -1.27  -0.57  0.079
H  0.68  -1.37  -1.31  0.053
C  2.35  -4.36  -0.39  -0.052
C  2.29  -3.84  -1.77  -0.266
N  2.29  -3.46  -2.84  0.151
H  1.33  -4.56  -0.09  0.084
H  2.79  -3.59  0.23  0.055
H  3.04  -5.21  -0.38  0.086
C  5.12  -0.24  -1.62  -0.052
C  3.87  0.11  -1.02  -0.251
N  2.96  0.44  -0.45  0.192
H  5.67  0.58  -2.09  0.097
H  5.16  -1.05  -2.35  0.088
H  5.84  -0.58  -0.85  0.067
C  -1.03  -1.73  6.57  -0.065
C  -2.31  -1.62  6.05  -0.060
C  -2.49  -1.18  4.74  -0.007
C  -1.40  -0.76  4.05  -0.167
C  -0.12  -0.93  4.51  -0.015
C  0.06  -1.48  5.76  -0.060
N  -1.60  -0.20  2.73  -0.344
O  -0.77  0.60  2.33  0.062
O  -2.56  -0.57  2.09  0.073
H  -0.92  -1.97  7.62  0.111
H  -3.20  -1.85  6.62  0.110
H  -3.49  -1.05  4.36  0.124
H  0.75  -0.69  3.93  0.079
H  1.05  -1.63  6.16  0.113
C  -3.92  3.51  -0.21  -0.069
C  -4.97  4.39  -0.40  -0.064
C  -5.16  5.01  -1.63  -0.002
C  -4.26  4.77  -2.65  -0.152
C  -3.17  3.94  -2.43  -0.010
C  -2.99  3.29  -1.23  -0.070
N  -4.42  5.49  -3.90  -0.401
O  -5.21  6.35  -3.96  0.111
O  -3.70  5.18  -4.79  0.097
H  -3.81  3.03  0.75  0.106
H  -5.66  4.59  0.41  0.107
H  -6.10  5.53  -1.76  0.123
H  -2.44  3.82  -3.23  0.124
H  -2.15  2.62  -1.14  0.104
C  -4.67  0.13  -1.76  -0.069
C  -5.88  0.65  -2.19  -0.068
C  -6.03  1.14  -3.47  0.000
C  -4.95  1.14  -4.34  -0.151
C  -3.75  0.60  -3.95  -0.015
C  -3.60  0.13  -2.66  -0.078
N  -5.13  1.62  -5.70  -0.359
O  -6.26  1.76  -6.11  0.084
O  -4.13  1.85  -6.34  0.094
H  -4.55  -0.35  -0.80  0.106
H  -6.75  0.60  -1.54  0.110
H  -7.00  1.49  -3.80  0.121
H  -2.90  0.62  -4.62  0.110
H  -2.62  -0.14  -2.29  0.092
C  4.67  -2.66  2.93  -0.066
C  4.55  -1.57  2.11  -0.083
C  5.68  -0.84  1.81  -0.027
C  6.91  -1.25  2.26  -0.155
C  7.05  -2.32  3.09  0.001
C  5.91  -3.01  3.43  -0.062
N  8.08  -0.51  1.83  -0.399
O  7.91  0.44  1.14  0.093
O  9.14  -0.89  2.18  0.118
H  3.83  -3.29  3.19  0.110
H  3.60  -1.24  1.73  0.066
H  5.60  0.06  1.22  0.106
H  8.01  -2.65  3.44  0.127
H  5.97  -3.86  4.10  0.112

Output
* E_tot: -65603.589 eV
* relative energy (zero: lowest compared OMol25 entry of this formula, charge and spin): 22.2 kcal per mole
* SMILES string: O=[N+]([O-])c1ccccc1.O=[N+]([O-])c1ccccc1.O=[N+]([O-])c1ccccc1.O=[N+]([O-])c1ccccc1.CC#N.CC#N.CC#N.CC#N.CC#N
* lowest unoccupied orbital energy: -0.76 eV

Record 4
The following is a DFT calculation (ωB97M-V with the def2-TZVPD basis set) of a structure of composition C15H26N7O2PtS2.

Last column: Löwdin charge in e.
CARTESIAN COORDINATES (ANGSTROEM)
Pt  0.30  0.28  0.22  1.131
N  -1.63  2.00  0.07  -0.037
C  -2.77  1.11  0.31  -0.243
C  -2.59  -0.20  -0.45  -0.153
N  -1.34  -0.95  -0.09  -0.311
C  -1.55  -1.71  1.17  -0.160
C  -0.25  -1.83  1.95  -0.210
N  0.26  -0.45  2.16  -0.083
C  -0.89  -1.83  -1.20  -0.162
C  -0.30  -1.00  -2.32  -0.186
N  0.74  -0.10  -1.77  -0.063
H  -1.57  2.76  0.74  0.081
H  -1.63  2.41  -0.85  0.082
H  -3.73  1.53  0.00  0.122
H  -2.83  0.92  1.38  0.109
H  -2.55  0.02  -1.52  0.114
H  -3.45  -0.86  -0.28  0.136
H  -1.99  -2.69  0.97  0.139
H  -2.27  -1.15  1.77  0.121
H  0.51  -2.35  1.38  0.106
H  -0.43  -2.37  2.88  0.130
H  1.22  -0.46  2.48  0.093
H  -0.32  0.03  2.84  0.111
H  -1.72  -2.46  -1.54  0.140
H  -0.11  -2.48  -0.80  0.126
H  -1.06  -0.38  -2.80  0.114
H  0.10  -1.66  -3.09  0.132
H  0.84  0.72  -2.36  0.115
H  1.64  -0.56  -1.72  0.103
N  4.13  6.28  4.15  0.116
C  3.69  5.49  3.12  -0.311
C  4.60  4.73  2.37  -0.015
C  4.17  3.92  1.34  -0.058
C  2.81  3.83  1.06  -0.302
C  1.89  4.59  1.79  -0.060
C  2.33  5.41  2.80  -0.022
S  2.25  2.79  -0.23  0.577
O  3.24  2.76  -1.27  -0.330
O  0.91  3.18  -0.58  -0.340
N  2.11  1.29  0.45  -0.301
C  3.15  0.38  0.35  -0.724
S  4.80  0.64  -0.16  1.071
C  5.17  -1.02  0.15  -0.389
C  4.05  -1.66  0.56  -0.260
N  2.93  -0.88  0.64  -0.036
H  5.10  6.51  4.19  0.099
H  3.51  6.99  4.50  0.098
H  5.66  4.80  2.59  0.117
H  4.88  3.36  0.75  0.087
H  0.84  4.54  1.53  0.108
H  1.62  6.00  3.37  0.114
H  6.17  -1.40  -0.01  0.067
H  3.98  -2.71  0.79  0.102

Output
* net charge: +1
* E_tot: -55414.960 eV
* lowest unoccupied orbital energy: -2.31 eV

Record 5
The following is a DFT calculation (ωB97M-V with the def2-TZVPD basis set) of the ion C3H7N3O with charge +2 in a non-equilibrium geometry.

Last column: Löwdin charge in e.
CARTESIAN COORDINATES (ANGSTROEM)
C  -1.19  -0.20  -0.02  -0.439
C  1.78  0.08  0.10  0.081
C  -0.42  1.13  -0.28  0.046
N  -0.51  -1.22  -0.35  0.226
N  -2.42  -0.02  0.35  0.207
N  2.82  -0.55  0.23  0.399
O  0.97  0.95  -0.15  0.206
H  -0.41  1.55  -1.30  0.187
H  -0.67  1.82  0.56  0.176
H  -0.65  -2.13  -0.67  0.091
H  -2.86  0.97  0.62  0.227
H  -3.04  -0.85  0.49  0.172
H  2.90  -1.43  -0.19  0.183
H  3.68  -0.12  0.62  0.237

Output
* net charge: +2
* E_tot: -9718.950 eV
* relative energy (zero: lowest compared OMol25 entry of this formula, charge and spin): 120.3 kcal per mole
* lowest unoccupied orbital energy (spin up / spin down): -11.60 / -11.60 eV

Record 6
The following is a DFT calculation (ωB97M-V with the def2-TZVPD basis set) of a cluster of 3 separate species, C20H36BF3NO8 in total in a non-equilibrium geometry.

Last column: Löwdin charge in e.
CARTESIAN COORDINATES (ANGSTROEM)
F  -7.60  0.37  1.60  0.067
C  -6.51  1.15  2.00  -0.456
F  -6.84  1.83  3.15  0.101
F  -6.26  2.10  1.03  0.104
C  -5.29  0.18  2.24  -0.166
C  -5.19  -0.55  3.67  -0.121
O  -3.77  -0.53  3.95  -0.055
B  -3.38  0.73  3.31  -0.783
C  -3.70  2.04  4.26  -0.138
C  -3.62  3.39  3.68  -0.040
C  -3.84  4.64  4.40  -0.073
C  -4.19  4.42  5.84  -0.104
C  -4.27  3.04  6.27  -0.198
N  -4.04  1.88  5.58  0.080
O  -4.05  0.88  2.01  -0.038
H  -5.32  -0.52  1.36  0.155
H  -5.54  -1.62  3.60  0.119
H  -5.74  -0.08  4.53  0.118
H  -2.18  0.78  3.19  0.101
H  -3.37  3.46  2.59  0.104
H  -3.79  5.65  3.94  0.079
H  -4.38  5.28  6.52  0.074
H  -4.57  2.90  7.34  0.086
C  -2.61  -1.76  -4.00  -0.119
O  -1.52  -1.56  -3.12  -0.201
C  -0.79  -0.38  -3.43  -0.200
C  0.05  0.05  -2.24  -0.187
O  -0.70  0.77  -1.26  -0.131
C  -1.57  -0.02  -0.44  -0.155
C  -0.82  -0.82  0.62  -0.179
O  -0.27  -2.01  0.04  -0.203
C  0.75  -2.56  0.84  -0.122
H  -2.26  -1.85  -5.03  0.082
H  -3.11  -2.68  -3.71  0.086
H  -3.32  -0.93  -3.92  0.088
H  -1.48  0.43  -3.70  0.127
H  -0.13  -0.61  -4.28  0.122
H  0.80  0.76  -2.60  0.123
H  0.59  -0.79  -1.79  0.111
H  -2.22  -0.65  -1.04  0.122
H  -2.21  0.70  0.08  0.124
H  -1.51  -1.12  1.41  0.128
H  -0.02  -0.21  1.05  0.130
H  1.58  -1.85  0.92  0.067
H  1.11  -3.46  0.35  0.083
H  0.37  -2.82  1.83  0.091
C  8.11  -1.43  -4.01  -0.117
O  7.16  -0.78  -3.19  -0.203
C  6.38  0.16  -3.92  -0.201
C  5.10  0.48  -3.17  -0.178
O  4.09  -0.50  -3.35  -0.135
C  4.27  -1.72  -2.63  -0.172
C  3.97  -1.59  -1.15  -0.202
O  5.09  -1.02  -0.47  -0.203
C  4.73  -0.51  0.80  -0.107
H  8.81  -0.70  -4.45  0.085
H  8.68  -2.12  -3.39  0.087
H  7.62  -1.99  -4.81  0.087
H  6.13  -0.24  -4.91  0.126
H  6.98  1.07  -4.03  0.125
H  4.69  1.40  -3.59  0.127
H  5.29  0.67  -2.11  0.122
H  5.26  -2.14  -2.82  0.119
H  3.54  -2.41  -3.06  0.127
H  3.79  -2.58  -0.72  0.127
H  3.08  -0.97  -1.01  0.118
H  4.00  0.30  0.68  0.092
H  5.62  -0.10  1.26  0.086
H  4.32  -1.30  1.44  0.085

Output
* net charge: -1
* E_tot: -48021.655 eV
* lowest unoccupied orbital energy: 2.19 eV

Record 7
The following is a DFT calculation (ωB97M-V with the def2-TZVPD basis set) of a cluster of 15 separate species, C6H42O15 in total in a non-equilibrium geometry.

Last column: Löwdin charge in e.
CARTESIAN COORDINATES (ANGSTROEM)
C  -1.22  0.87  -1.95  -0.294
O  -1.13  -0.26  -2.75  -0.083
C  -0.29  0.90  -0.77  -0.165
C  -0.24  -0.40  0.06  -0.166
C  -0.67  -0.09  1.46  -0.446
C  -0.90  -1.42  2.19  -0.053
C  0.40  0.70  2.18  -0.077
H  -2.28  0.75  -1.54  0.097
H  -1.28  1.74  -2.60  0.134
H  -0.67  -0.01  -3.58  0.125
H  -0.59  1.80  -0.10  0.127
H  0.72  1.31  -1.19  0.098
H  -0.62  -1.37  -0.43  0.114
H  0.90  -0.71  0.01  0.160
H  -1.59  0.44  1.41  0.083
H  -1.87  -1.84  1.75  0.102
H  -1.10  -1.24  3.31  0.119
H  -0.04  -2.04  2.02  0.006
H  0.79  1.59  1.64  0.086
H  1.46  0.29  2.25  0.093
H  0.07  1.01  3.17  0.082
H  1.12  4.11  -0.49  -0.032
H  2.64  3.65  -0.24  0.062
O  1.81  3.56  -0.71  -0.008
H  -3.00  3.32  0.51  -0.046
H  -3.23  2.31  -0.68  0.083
O  -3.19  3.33  -0.40  -0.089
H  2.84  -3.52  -0.70  0.050
H  2.68  -2.30  -1.63  -0.062
O  3.27  -2.73  -1.08  -0.033
H  2.20  -0.70  -2.87  0.102
H  0.82  -1.39  -2.66  -0.019
O  1.70  -1.59  -2.85  -0.043
H  2.92  1.47  -1.49  -0.017
H  1.77  2.15  -2.14  -0.035
O  2.44  1.53  -2.26  -0.005
H  -3.64  -1.77  -1.85  0.044
H  -2.40  -1.06  -1.34  0.045
O  -3.05  -1.79  -1.14  -0.024
H  -2.09  -4.34  -0.73  0.022
H  -2.53  -3.10  -0.22  0.031
O  -2.09  -3.96  0.11  -0.063
H  -4.50  0.02  0.11  -0.004
H  -4.91  1.39  0.50  0.074
O  -4.20  0.88  0.11  -0.014
H  -1.50  4.35  -0.69  0.049
H  -1.22  4.41  0.83  0.015
O  -0.86  4.69  -0.01  -0.070
H  0.43  -4.60  0.21  0.062
H  -0.46  -3.49  0.12  -0.028
O  0.51  -3.63  0.14  -0.079
H  4.68  1.25  0.96  0.025
H  3.76  0.05  1.17  -0.083
O  3.80  0.94  1.03  -0.011
H  3.05  -1.65  1.82  -0.055
H  3.56  -2.18  0.60  0.024
O  3.87  -1.67  1.39  -0.066
H  1.15  -2.67  2.37  0.104
H  2.10  -2.69  3.64  0.005
O  1.86  -2.15  2.96  -0.046
H  -1.24  2.76  2.52  0.035
H  -2.13  1.64  2.10  -0.036
O  -2.15  2.53  2.35  -0.004

Output
* E_tot: -37613.934 eV
* relative energy (zero: lowest compared OMol25 entry of this formula, charge and spin): 62.9 kcal per mole
* lowest unoccupied orbital energy: -0.12 eV

Record 8
The following is a DFT calculation (ωB97M-V with the def2-TZVPD basis set) of the ion C10H23N2O with charge +1 in a non-equilibrium geometry.

Last column: Löwdin charge in e.
CARTESIAN COORDINATES (ANGSTROEM)
C  3.19  -1.54  1.05  -0.106
C  2.89  -0.52  -0.23  -0.371
C  3.82  0.84  -0.19  -0.099
C  1.28  -0.23  -0.42  -0.268
C  0.96  0.56  -1.85  -0.087
C  0.64  0.74  0.78  -0.144
O  -0.66  1.19  0.27  -0.175
C  -1.78  0.78  1.13  -0.229
C  -1.95  -0.82  1.38  -0.125
N  -2.85  -1.52  0.37  -0.095
C  -2.62  -1.00  -1.03  -0.152
C  -3.05  0.60  -1.02  -0.109
N  -3.06  1.21  0.38  0.073
H  3.34  -0.83  1.99  0.088
H  2.30  -2.30  1.21  0.083
H  4.20  -2.11  0.82  0.097
H  3.23  -1.11  -1.21  0.142
H  3.75  1.37  -1.25  0.093
H  3.48  1.55  0.67  0.073
H  4.92  0.48  0.06  0.099
H  0.64  -1.22  -0.45  0.127
H  0.92  1.73  -1.73  0.095
H  1.86  0.32  -2.58  0.094
H  -0.03  0.16  -2.35  0.065
H  1.33  1.70  0.93  0.142
H  0.61  0.20  1.82  0.138
H  -1.84  1.34  2.17  0.185
H  -0.95  -1.43  1.47  0.135
H  -2.50  -0.94  2.44  0.153
H  -3.85  -1.43  0.65  0.112
H  -1.50  -1.17  -1.37  0.122
H  -3.33  -1.60  -1.76  0.144
H  -2.31  1.16  -1.76  0.147
H  -4.12  0.68  -1.55  0.155
H  -3.92  0.92  0.93  0.203
H  -3.04  2.26  0.26  0.195

Output
* net charge: +1
* E_tot: -15759.523 eV
* relative energy (zero: lowest compared OMol25 entry of this formula, charge and spin): 113.1 kcal per mole
* SMILES string: CC(C)[C@H](C)CO[C@@H]1CNCC[NH2+]1
* lowest unoccupied orbital energy: -3.37 eV